Record 1
Below is C4H6N2 in the gas phase in a non-equilibrium geometry, with properties calculated with the ωB97M-V functional and the def2-TZVPD basis.

The geometry in XYZ format:
```
12
Properties=species:S:1:pos:R:3:forces:R:3
N -1.580827 0.528251 0.400427 -0.38 0.18 -0.18
N -1.150710 2.961959 0.749341 0.41 -1.19 0.01
C -1.188383 1.810096 0.593021 -0.24 1.01 0.12
C 1.762527 -0.661276 -0.282836 -0.09 -0.14 -0.15
C 0.524204 -0.000852 -0.724640 0.10 -0.24 0.31
C -0.670696 -0.544142 -0.017043 0.15 0.13 0.08
H 2.321722 -0.950102 -1.178639 0.17 0.02 0.08
H 2.379071 0.135444 0.171144 -0.14 -0.06 -0.17
H -0.462668 -1.236453 0.817520 -0.05 0.35 0.08
H -2.376931 0.592858 -0.211491 -0.37 -0.23 -0.01
H -1.237027 -1.143040 -0.753108 0.43 0.09 0.00
H 1.679723 -1.492741 0.436308 0.02 0.07 -0.17
```
Forces are in eV/Å.

* frontier orbital gap: 0.307 Eh

Here are the natural (NBO) charges for atoms 1 to 5, given in e: -0.630 -0.364 0.403 -0.806 0.197

=====

Record 2
Below is a molecular structure, C4H6N2 in a non-equilibrium geometry, with properties calculated with the ωB97M-V functional and the def2-TZVPD basis.

The geometry in XYZ format:
```
12
Properties=species:S:1:pos:R:3:forces:R:3
N -0.161594 0.886939 -0.700578 -0.26 0.27 -0.30
N -3.061761 -0.130410 1.035103 1.27 0.04 -0.35
C -0.509096 0.084783 0.455511 0.46 0.19 0.90
C 1.137611 0.255870 -0.594928 0.92 0.25 0.90
C -1.936790 -0.053802 0.770475 -0.65 -0.06 0.57
C 0.382616 -1.018173 -0.162794 0.16 -0.22 0.17
H 1.550366 0.553724 0.493893 0.63 -0.06 -2.50
H -0.100506 -1.569682 -0.974207 0.09 0.30 0.12
H 1.818843 0.353085 -1.448701 -0.09 -0.21 0.44
H 0.896276 -1.672101 0.539148 -0.08 -0.07 -0.05
H -0.284494 1.892946 -0.718491 0.23 -0.02 0.44
H 0.268528 0.416821 1.305568 -2.69 -0.40 -0.35
```
Forces are in eV/Å.

* frontier orbital gap: 0.400 Eh

Here are the natural (NBO) charges for atoms 1 to 5, given in e: -0.589 -0.299 -0.163 -0.206 0.277

=====

Record 3
Below is C4H6N2 in the gas phase in a non-equilibrium geometry, with properties calculated with the ωB97M-V functional and the def2-TZVPD basis.

The geometry in XYZ format:
```
12
Properties=species:S:1:pos:R:3:forces:R:3
N 0.953449 0.489207 0.310782 0.66 -0.12 0.69
N 0.054454 2.444996 -0.274760 -2.65 1.84 -0.95
C -1.115615 -2.013859 -1.144176 -0.58 1.84 0.50
C -0.377258 -1.401136 -0.378581 0.05 -1.72 -0.36
C -0.118120 1.327663 0.311673 -0.78 1.35 0.64
C 0.685489 -0.867898 0.577822 0.58 -3.49 -0.13
H -2.028322 -2.143430 -1.776019 1.58 -0.24 0.85
H 1.644123 -1.558186 0.500951 -1.79 1.62 -0.24
H -1.002834 0.954132 0.971875 1.27 0.63 -1.42
H 1.723171 0.726976 -0.307685 -0.47 0.00 0.12
H -0.799734 3.141059 -0.426616 2.20 -2.34 1.14
H 0.381198 -1.099525 1.634734 -0.07 0.62 -0.86
```
Forces are in eV/Å.

* frontier orbital gap: 0.368 Eh

Here are the natural (NBO) charges for atoms 1 to 5, given in e: -0.626 -0.725 -0.254 -0.044 0.283

=====

Record 4
Below is C4H6N2 in the gas phase in a non-equilibrium geometry, with properties calculated with the ωB97M-V functional and the def2-TZVPD basis.

The geometry in XYZ format:
```
12
Properties=species:S:1:pos:R:3:forces:R:3
N -0.821101 -1.440447 0.001735 -0.93 -0.06 0.04
N 0.488901 -1.293557 -0.039842 0.96 -0.59 -0.21
C -0.991015 0.953369 -0.010757 -0.36 -0.52 -0.05
C -1.559855 -0.397201 0.017851 -0.30 0.52 0.05
C 1.261264 -0.065638 0.025986 0.50 0.16 0.08
C 0.322206 1.103087 0.000073 0.41 0.48 0.10
H 0.748140 2.101660 -0.030119 0.11 -0.15 0.00
H -2.636269 -0.531092 0.051660 0.17 -0.16 -0.03
H 1.917238 -0.077245 0.926265 -0.36 0.20 -0.26
H 1.957989 0.022519 -0.832601 -0.24 -0.18 0.20
H -1.655508 1.803773 -0.069451 0.00 0.04 0.06
H 0.968007 -2.179231 -0.040802 0.04 0.25 0.01
```
Forces are in eV/Å.

* frontier orbital gap: 0.322 Eh

Here are the natural (NBO) charges for atoms 1 to 5, given in e: -0.170 -0.418 -0.249 -0.086 -0.261

=====

Listing LUMO energy for the structures above in their given order: -0.659; 0.866; 0.940; 1.077 eV.
Listing ΔE to the lowest compared entry with this formula, charge and spin for the structures above in their given order: 462.3; 258.1; 325.6; 189.1 kJ/mol.